# 1
The following is a DFT calculation (ωB97M-V/def2-TZVPD) of a 2-piece molecular cluster, C25H53FNO10P3S overall at a distorted geometry.

Values from the calculation:
Charge   -2

Geometry as XYZ:
```
94
Properties=species:S:1:pos:R:3:mulliken_charge:R:1
C 7.037 3.353 3.127 -1.140
C 6.265 2.823 1.891 -0.409
C 6.614 1.354 1.587 -0.583
C 6.526 1.022 0.099 -0.986
C 5.096 0.723 -0.386 -0.905
C 4.518 -0.553 0.212 0.572
C 5.112 -1.843 -0.381 -0.795
C 4.106 -2.991 -0.387 -0.954
C 3.493 -3.281 0.977 -0.532
C 2.176 -4.102 0.902 -0.736
C 1.130 -3.459 1.798 -0.406
C -0.218 -4.196 1.804 -1.119
C -1.081 -3.751 0.599 -0.590
C -2.394 -3.071 1.007 -0.317
C -3.068 -2.555 -0.271 -1.151
C -4.281 -1.670 -0.023 -0.919
C -3.913 -0.322 0.604 -1.897
C -2.980 0.537 -0.321 0.172
O -1.661 0.091 -0.065 -0.095
C -0.727 0.388 -1.122 0.542
C 0.679 0.299 -0.505 -1.543
P -3.429 0.480 -2.190 0.163
N -3.061 -0.894 -2.888 -0.782
C -2.980 2.071 0.125 -0.410
P -4.109 3.149 -0.946 0.296
C -2.918 4.310 -1.671 -1.085
O -5.167 4.023 0.008 -0.495
S -3.374 2.147 1.850 1.625
O -2.475 1.391 2.662 -0.684
O -3.392 3.507 2.256 -0.773
O -4.879 1.559 1.932 -0.583
C -5.135 0.428 1.113 1.321
F -5.886 0.780 0.043 -0.325
P -6.276 -0.637 2.158 0.537
O -7.250 -1.361 1.391 -0.690
O -6.929 0.372 3.224 -0.601
O -5.330 -1.621 3.022 -0.493
H 7.778 4.084 2.813 0.266
H 7.551 2.545 3.640 0.347
H 6.338 3.825 3.811 0.311
H 5.203 2.899 2.103 0.260
H 6.478 3.447 1.027 0.359
H 5.946 0.750 2.197 0.234
H 7.628 1.149 1.929 0.458
H 6.917 1.856 -0.477 0.450
H 7.109 0.118 -0.076 0.356
H 4.476 1.561 -0.060 0.244
H 5.058 0.708 -1.471 0.531
H 4.597 -0.526 1.294 0.130
H 3.453 -0.549 -0.018 -0.342
H 5.989 -2.098 0.214 0.284
H 5.421 -1.620 -1.399 0.391
H 3.353 -2.831 -1.158 0.468
H 4.667 -3.877 -0.694 0.396
H 4.212 -3.876 1.543 0.321
H 3.301 -2.383 1.558 0.350
H 1.848 -4.220 -0.129 0.463
H 2.403 -5.098 1.283 0.242
H 0.975 -2.433 1.463 0.127
H 1.516 -3.464 2.818 0.502
H 0.002 -5.256 1.663 0.411
H -0.779 -4.058 2.724 0.478
H -0.536 -2.998 0.029 0.228
H -1.298 -4.554 -0.102 0.423
H -2.167 -2.243 1.675 0.244
H -2.995 -3.838 1.498 0.254
H -3.428 -3.431 -0.811 0.677
H -2.314 -2.097 -0.892 0.303
H -4.862 -1.548 -0.928 0.416
H -4.932 -2.239 0.642 0.542
H -3.284 -0.580 1.452 0.396
H -0.789 -0.368 -1.900 0.335
H -0.832 1.399 -1.517 -0.125
H 1.198 1.251 -0.535 0.393
H 0.558 0.060 0.553 0.363
H 1.261 -0.512 -0.929 0.300
H -2.660 1.533 -2.795 0.162
H -4.806 0.716 -2.310 0.131
H -3.903 -1.320 -3.260 0.278
H -1.982 2.493 0.055 1.105
H -2.985 4.275 -2.757 0.192
H -1.935 4.003 -1.333 0.288
H -3.116 5.311 -1.270 0.580
H -4.699 4.844 0.238 0.303
H -6.222 0.739 3.782 0.383
H -5.073 -1.139 3.827 0.375
O -1.046 1.948 -6.967 -0.949
C -1.377 1.971 -5.654 0.249
C -0.984 3.304 -4.919 -0.677
O -1.313 3.313 -3.582 -0.593
H -0.917 1.157 -5.024 -0.117
H -2.478 1.844 -5.429 -0.107
H -1.459 4.110 -5.529 0.184
H 0.099 3.441 -5.143 0.194
```

# 2
The following is a DFT calculation (ωB97M-V/def2-TZVPD) of one molecule with the formula C6H9NO3 at a distorted geometry.

Values from the calculation:
SMILES   C=C(OC)/C(=C/C)[N+](=O)[O-]
ΔE to the lowest compared entry with this formula, charge and spin   516.1 kJ/mol
Charge   0

Geometry as XYZ:
```
19
Properties=species:S:1:pos:R:3:mulliken_charge:R:1
C 0.701 -1.840 -0.642 -1.101
C -0.729 1.499 -0.526 -0.206
C -0.610 0.241 -0.104 0.192
C 0.642 -0.634 -0.046 0.552
C -2.020 2.200 -0.568 -1.110
C 2.867 -0.782 0.882 -0.841
N -1.790 -0.538 0.380 0.941
O -2.857 -0.380 -0.115 -0.589
O -1.521 -1.268 1.358 -0.551
O 1.630 -0.038 0.728 -0.322
H 1.518 -2.455 -0.519 0.382
H -0.089 -2.309 -1.271 0.246
H 0.098 1.968 -0.848 0.521
H -1.841 3.256 -0.174 0.309
H -2.794 1.761 0.135 0.305
H -2.610 2.166 -1.441 0.310
H 3.579 -0.136 1.277 0.255
H 3.188 -1.164 -0.095 0.350
H 2.638 -1.545 1.588 0.358
```

# 3
The following is a DFT calculation (ωB97M-V/def2-TZVPD) of C4H9N3O3 as an isolated structure at a distorted geometry.

Values from the calculation:
ΔE to the lowest compared entry with this formula, charge and spin   427.8 kJ/mol
Charge   0

Geometry as XYZ:
```
19
Properties=species:S:1:pos:R:3:mulliken_charge:R:1
C -1.790 1.084 0.405 -0.009
C 0.956 -1.318 -0.802 0.458
C 2.252 -1.808 -0.178 -0.482
C 1.950 -0.755 0.888 -0.316
H -2.483 -0.105 -2.294 0.278
H -3.263 -0.419 -0.844 0.221
H -2.444 0.490 1.057 0.369
H -0.408 1.336 1.807 0.304
H -0.004 3.360 0.276 0.316
H 3.146 -1.678 -0.789 0.255
H 2.173 -2.867 0.156 0.225
H 1.728 -1.169 1.886 0.269
H 2.610 0.118 0.933 0.267
N -2.856 0.303 -1.448 -0.555
N -1.842 1.054 -0.871 -0.144
N -0.895 1.902 1.122 -0.354
O 0.151 2.403 0.293 -0.404
O 0.310 -1.536 -1.770 -0.528
O 0.710 -0.395 0.172 -0.169
```

# 4
The following is a DFT calculation (ωB97M-V/def2-TZVPD) of C28H22CsN4OS4 as an isolated structure at a distorted geometry.

Values from the calculation:
ΔE to the lowest compared entry with this formula, charge and spin   96.9 kJ/mol
Charge   -1

Geometry as XYZ:
```
60
Properties=species:S:1:pos:R:3:mulliken_charge:R:1
Cs 0.297 -0.247 -0.763 1.011
S -3.577 -4.753 6.115 0.100
N -2.555 -3.484 6.207 -0.691
C -2.226 -3.178 4.967 0.865
C -1.343 -2.111 4.571 0.697
C -0.798 -1.218 5.496 -0.641
C 0.038 -0.224 5.053 -0.736
C 0.322 -0.169 3.686 -0.265
N -0.183 -0.992 2.794 -0.299
C -1.031 -1.952 3.200 -0.375
C -1.661 -2.807 2.196 -0.453
N -1.381 -2.594 0.900 -0.208
C -2.002 -3.309 -0.012 -0.254
C -2.950 -4.295 0.276 -0.700
C -3.231 -4.549 1.595 -0.570
C -2.581 -3.809 2.584 0.688
C -2.834 -4.018 3.986 0.834
N -3.617 -4.950 4.495 -0.692
H -1.056 -1.327 6.541 0.487
H 0.462 0.501 5.734 0.412
H 0.995 0.593 3.301 0.515
H -1.743 -3.099 -1.046 0.373
H -3.445 -4.830 -0.522 0.402
H -3.950 -5.302 1.892 0.496
C -1.531 2.701 -4.961 -1.280
C -1.023 2.353 -3.574 0.319
S 0.370 1.328 -3.501 -0.616
C -1.656 2.883 -2.489 0.114
C -2.818 3.833 -2.715 -1.293
S -1.227 2.570 -0.841 -0.620
H -0.964 2.149 -5.707 0.301
H -1.426 3.773 -5.173 0.241
H -2.593 2.450 -5.077 0.253
H -3.603 3.373 -3.329 0.251
H -2.492 4.743 -3.235 0.238
H -3.247 4.119 -1.758 0.301
O 2.856 -0.639 -0.782 -0.754
S 3.384 -0.139 0.504 0.438
C 5.186 -0.093 0.328 0.252
C 5.758 0.121 -0.915 -0.423
C 7.138 0.162 -1.023 -0.612
C 7.936 -0.013 0.102 -0.409
C 7.352 -0.240 1.340 -0.556
C 5.971 -0.288 1.454 -0.245
C 3.244 1.664 0.491 0.746
C 3.437 2.339 1.689 -0.570
C 3.341 3.720 1.711 -0.572
C 3.034 4.411 0.545 -0.440
C 2.826 3.724 -0.642 -0.559
C 2.937 2.343 -0.677 -0.301
H 5.118 0.246 -1.781 0.406
H 7.597 0.333 -1.988 0.380
H 9.014 0.018 0.012 0.370
H 7.973 -0.390 2.215 0.371
H 5.496 -0.477 2.410 0.386
H 3.655 1.784 2.597 0.297
H 3.485 4.254 2.642 0.368
H 2.930 5.488 0.572 0.362
H 2.546 4.253 -1.542 0.407
H 2.747 1.802 -1.599 0.454
```

| no. | electronic energy (Ha) | Kohn-Sham gap (eV) | HOMO level (Eh) |
| --- | --- | --- | --- |
| 1 | -3313.53225 | 1.9 | 0.04591 |
| 2 | -514.31628 | 9.1 | -0.33358 |
| 3 | -547.68311 | 8.6 | -0.29080 |
| 4 | -2987.36827 | 2.1 | -0.04690 |